Entry 1:
The following is a DFT calculation (wB97M-V/def2-TZVPD) of an isolated molecule of C4H8O2.

Atoms and positions in Å:
C 0.84 0.98 0.48
H 0.48 1.59 1.31
H -0.54 -0.56 -1.31
H -1.84 -0.39 1.23
H 1.91 -0.28 -0.68
O -0.18 1.24 -0.55
O 1.50 -1.07 -0.36
C -2.08 -0.41 0.16
H 0.37 -1.20 1.45
H -2.57 -1.34 -0.21
C -0.63 -0.24 -0.30
C 0.62 -0.54 0.57
H -2.63 0.50 -0.23
H 1.74 1.56 0.26

- relative energy (zero: lowest compared OMol25 entry of this formula, charge and spin) (kJ/mol) = 352.4
- SMILES = C[C@H]1OC[C@@H]1O
- molecular weight (g/mol) = 88.11
- frontier orbital gap (eV) = 10.6
- strongest force on any atom (eV/Å) = 3.47
- net charge = 0

Entry 2:
The following is a DFT calculation (wB97M-V/def2-TZVPD) of an isolated molecule of C4H8O2.

Atoms and positions in Å:
C 0.68 0.36 -0.68
C -0.32 -0.74 -1.04
H -1.32 -0.07 1.90
C 0.61 0.37 0.86
H 0.08 -1.77 -0.93
H 1.69 0.20 -1.07
H -0.62 1.78 -0.81
H 1.50 -0.05 1.33
H -0.73 -0.63 -2.05
H -0.35 -1.50 1.44
H 0.50 1.40 1.22
O 0.25 1.60 -1.22
C -0.65 -0.48 1.15
O -1.35 -0.54 -0.09

- relative energy (zero: lowest compared OMol25 entry of this formula, charge and spin) (kJ/mol) = 116.4
- SMILES = O[C@H]1CCOC1
- molecular weight (g/mol) = 88.11
- frontier orbital gap (eV) = 10.8
- strongest force on any atom (eV/Å) = 0.34
- net charge = 0

Entry 3:
The following is a DFT calculation (wB97M-V/def2-TZVPD) of an isolated molecule of C4H8O2.

Atoms and positions in Å:
H 2.39 1.25 -0.23
C 0.46 0.21 0.03
H -0.78 -1.51 -0.11
H 1.88 -1.05 1.06
C -0.86 -0.46 0.29
H -2.34 -0.36 -0.92
H 1.86 -1.28 -0.69
H -1.81 1.38 -0.78
H -2.85 0.72 0.47
C 1.80 -0.52 0.10
O 0.49 1.39 -0.26
O 2.84 0.41 -0.04
H -1.00 -0.63 1.36
C -2.08 0.44 -0.27

- relative energy (zero: lowest compared OMol25 entry of this formula, charge and spin) (kJ/mol) = 144.0
- SMILES = CCC(=O)CO
- molecular weight (g/mol) = 88.11
- frontier orbital gap (eV) = 11.2
- strongest force on any atom (eV/Å) = 2.10
- net charge = 0

Entry 4:
The following is a DFT calculation (wB97M-V/def2-TZVPD) of an isolated molecule of C4H8O2.

Atoms and positions in Å:
H -1.37 -0.72 1.41
H 1.51 0.06 -1.08
H 0.49 0.88 1.66
C 0.72 0.02 1.03
C -0.57 -0.61 -0.63
O 0.24 1.69 -0.77
H -0.21 -2.02 1.07
C -0.46 -0.98 0.87
C 0.64 0.36 -0.48
H -0.37 -1.45 -1.31
H 1.66 -0.43 1.37
H -1.54 0.96 -1.12
H 1.02 2.22 -0.99
O -1.76 0.02 -1.02

- relative energy (zero: lowest compared OMol25 entry of this formula, charge and spin) (kJ/mol) = 162.7
- SMILES = O[C@@H]1CC[C@@H]1O
- molecular weight (g/mol) = 88.11
- frontier orbital gap (eV) = 10.4
- strongest force on any atom (eV/Å) = 0.31
- net charge = 0

Entry 5:
The following is a DFT calculation (wB97M-V/def2-TZVPD) of an isolated molecule of C4H8O2.

Atoms and positions in Å:
O 1.09 0.78 2.61
H -0.27 -0.93 2.44
O 0.34 -0.75 0.90
H -1.62 0.13 -1.70
C 1.01 0.62 -0.90
C -0.17 0.14 -0.10
H 0.70 1.34 -1.66
H 1.51 -0.23 -1.38
C 0.48 -0.18 2.24
H -0.65 0.98 0.42
H 1.73 1.10 -0.22
H -0.79 -1.43 -1.48
H -2.07 -0.92 -0.35
C -1.23 -0.57 -0.95

- relative energy (zero: lowest compared OMol25 entry of this formula, charge and spin) (kJ/mol) = 187.6
- SMILES = CC(C)OC=O
- molecular weight (g/mol) = 88.11
- frontier orbital gap (eV) = 11.3
- strongest force on any atom (eV/Å) = 3.45
- net charge = 0

Entry 6:
The following is a DFT calculation (wB97M-V/def2-TZVPD) of a structure of composition C4H8O2.

Atoms and positions in Å:
C 0.09 0.06 -0.40
C -1.20 0.47 0.20
H -0.36 -1.57 2.08
O 0.52 -1.07 0.27
H 0.27 1.19 -2.22
C 0.58 0.22 -1.81
H 1.28 -0.84 2.17
H 0.28 -0.57 -2.50
H 1.68 0.23 -1.75
H -1.57 1.41 -0.26
H 0.44 0.94 0.17
O -0.32 0.48 1.78
C 0.28 -0.77 1.69
H -1.98 -0.17 0.58

- relative energy (zero: lowest compared OMol25 entry of this formula, charge and spin) (kJ/mol) = 377.2
- molecular weight (g/mol) = 88.11
- frontier orbital gap (eV) = 9.8
- strongest force on any atom (eV/Å) = 1.99
- net charge = 0

Sequential HOMO energy output: -9.5 -9.8 -10.3 -9.6 -10.3 -9.1 eV
Sequential LUMO level output: 1.03 1.01 0.85 0.72 1.01 0.69 eV